This record from the Open Molecules 2025 dataset describes C21H27N4O10S3Sc as an isolated structure. The level of theory is ωB97M-V/def2-TZVPD.

Each line ends with the natural charge from an NBO analysis.
Geometry (Å):
Sc -0.81742 -1.22387 1.09498  1.64
N -0.18133 -1.24630 3.38846  -0.66
N -0.43255 -2.51844 3.93281  -0.52
C -1.39878 -3.28341 3.22941  0.89
O -1.86293 -4.26615 3.76698  -0.66
O -1.64553 -2.82860 2.04627  -0.80
H 0.80433 -1.02090 3.42801  0.39
H -0.72328 -0.51061 3.83527  0.38
H -0.53927 -2.56794 4.93567  0.38
O -1.80894 0.59350 1.93544  -1.03
S -3.17147 0.43918 1.32395  2.44
O -4.24048 0.65231 2.24793  -0.94
O -3.13078 -0.86217 0.64945  -0.96
C -3.33176 1.67681 0.05213  -0.39
C -4.58518 2.27251 -0.02286  -0.17
C -4.87036 3.18242 -1.02996  -0.21
C -3.90171 3.49652 -1.96521  -0.20
C -2.64552 2.91086 -1.88594  -0.22
C -2.34486 1.99521 -0.88922  -0.17
S -0.59987 1.42351 -0.86994  1.56
O 1.19423 0.19269 1.50509  -0.64
O -0.16156 1.70392 -2.25161  -1.01
O -0.80724 -0.09025 -0.67574  -1.06
H -5.32953 2.01029 0.71490  0.25
H -5.85092 3.63746 -1.07631  0.22
H -4.11526 4.20023 -2.75959  0.21
H -1.87484 3.14409 -2.60785  0.25
C -2.22372 -3.79520 -0.53105  -0.25
O -1.50415 -2.56664 -0.69360  -0.72
H -2.40683 -4.24330 -1.50996  0.16
H -3.16082 -3.63094 -0.00161  0.20
H -1.60414 -4.45103 0.07186  0.20
H -2.06395 -1.92077 -1.14519  0.51
N 3.70016 0.67009 1.71994  -0.80
C 2.85242 1.69817 1.97366  0.38
C 3.25678 2.98736 2.31979  -0.29
C 2.31608 3.96476 2.54179  -0.15
C 0.96435 3.65328 2.42530  -0.27
C 0.59807 2.37916 2.07634  0.03
N 1.52925 1.42833 1.84466  0.03
H 4.63885 0.73595 2.07020  0.40
H 3.26978 -0.24165 1.65661  0.43
H 4.31558 3.18900 2.40354  0.23
H 2.62865 4.96504 2.80749  0.23
H 0.19371 4.38811 2.60114  0.24
H -0.41910 2.03467 1.97923  0.28
C 1.64399 0.77993 -4.97956  -0.64
C 1.89388 -0.03507 -3.74686  0.05
C 1.09019 -1.13833 -3.46293  -0.19
C 1.21971 -1.83030 -2.27692  -0.20
C 2.17747 -1.41481 -1.36132  -0.23
C 2.99623 -0.32675 -1.62119  -0.21
C 2.86137 0.34609 -2.82445  -0.20
S 2.31348 -2.19099 0.21934  1.28
C 2.83411 -3.82388 -0.28156  -0.80
O 0.91188 -2.45803 0.74263  -0.96
H 1.39990 0.14823 -5.83360  0.22
H 2.50510 1.39664 -5.23369  0.21
H 0.79614 1.44041 -4.78621  0.25
H 0.31965 -1.42624 -4.16748  0.22
H 0.54171 -2.63687 -2.02945  0.24
H 3.71246 0.00707 -0.88106  0.22
H 3.48107 1.21017 -3.02806  0.21
H 2.09262 -4.22825 -0.96769  0.25
H 2.89338 -4.43142 0.61938  0.25
H 3.80748 -3.74486 -0.76201  0.24

Cartesian forces, eV/Å:
-0.15 -0.03 -0.04
-0.04 0.01 0.00
0.02 -0.02 0.04
0.05 0.05 0.03
-0.01 -0.02 -0.03
0.02 -0.03 -0.03
0.00 -0.02 0.01
0.01 0.00 -0.02
0.01 0.01 -0.01
-0.08 0.03 -0.07
0.12 0.02 0.03
-0.03 0.00 0.04
-0.02 -0.06 0.02
-0.02 0.04 -0.02
0.05 -0.01 -0.01
-0.04 0.00 0.03
0.02 0.01 -0.03
-0.01 0.00 0.01
-0.01 -0.03 0.05
-0.01 0.02 -0.01
-0.02 -0.09 0.02
0.04 -0.03 0.03
0.03 -0.02 -0.08
-0.01 0.00 0.00
0.00 0.01 -0.01
-0.01 0.00 0.00
0.02 0.00 -0.01
-0.06 -0.03 0.00
0.02 -0.03 0.00
0.00 0.01 0.01
0.02 0.02 0.00
0.01 0.00 -0.01
0.03 0.05 0.02
-0.01 0.00 0.00
0.00 0.00 -0.04
0.00 -0.01 0.00
-0.02 0.00 -0.01
0.01 0.02 0.02
0.01 -0.02 0.00
0.03 0.02 0.02
-0.01 0.01 0.01
0.01 0.00 0.00
0.00 0.00 0.00
0.00 0.00 0.01
-0.01 0.00 0.00
0.01 0.02 -0.01
0.01 -0.01 0.02
0.02 0.01 0.02
0.00 -0.01 -0.02
0.00 -0.05 0.02
-0.01 0.04 0.03
0.03 -0.01 0.00
-0.04 0.00 -0.01
-0.04 -0.01 -0.04
-0.03 -0.02 0.03
0.09 0.15 -0.01
-0.01 0.01 0.00
0.00 0.00 -0.01
-0.01 0.01 -0.01
0.00 -0.01 0.00
0.00 0.00 0.00
0.00 0.01 0.01
0.00 0.01 0.00
0.00 -0.01 0.00
0.01 -0.01 -0.01
0.01 0.00 0.00

- F_max: 0.0034 Eh/bohr
- Energy above the lowest of the compared OMol25 structures with the same formula, charge and spin: 252.4 kJ/mol
- Orbital gap: 8.109 eV



This record from the Open Molecules 2025 dataset describes a 10-piece molecular cluster, C61H140N8O10 overall at a distorted geometry. The level of theory is ωB97M-V/def2-TZVPD.

Each line ends with the Löwdin charge.
Geometry (Å):
C -0.92958 -5.49301 -0.37728  -0.02
C -1.17077 -4.22105 0.52183  -0.42
C -0.13818 -3.12210 0.09716  -0.04
C -2.57377 -3.53413 0.16429  -0.14
C -3.73195 -4.26223 0.73953  -0.20
C -3.50230 -4.50175 2.24042  -0.14
C -2.22367 -5.27833 2.63621  -0.44
C -2.22977 -5.07831 4.20042  -0.03
C -2.28607 -6.75058 2.21764  -0.02
N -1.10103 -4.49120 1.96453  -0.12
O 0.13952 -4.81354 2.44011  -0.02
H -1.87693 -5.98967 -0.58687  0.06
H -0.42993 -5.16374 -1.28834  0.07
H -0.24008 -6.20644 0.07407  0.08
H -0.28528 -2.73018 -0.90925  0.07
H -0.18811 -2.20857 0.68969  0.07
H 0.90252 -3.43359 0.18678  0.07
H -2.64335 -2.55633 0.64091  0.09
H -2.61232 -3.42224 -0.91926  0.12
H -4.70426 -3.86216 0.45204  0.11
H -3.70678 -5.19294 0.17274  0.10
H -4.38031 -5.10850 2.46196  0.11
H -3.60795 -3.53751 2.73758  0.11
H -1.37891 -5.55859 4.68361  0.07
H -3.11610 -5.58828 4.57784  0.08
H -2.27062 -4.05830 4.58256  0.07
H -2.22876 -6.90474 1.14012  0.05
H -3.22124 -7.18655 2.56904  0.08
H -1.44496 -7.28302 2.66166  0.09
H 0.39594 -4.06058 2.97760  0.05
C -4.39881 -0.09069 -4.87784  0.00
C -4.18173 -1.59939 -4.45033  -0.45
C -5.03569 -1.98609 -3.24967  -0.03
C -4.51371 -2.56035 -5.57934  -0.16
C -3.51810 -2.62307 -6.68462  -0.21
C -2.19942 -3.01788 -6.12568  -0.16
C -1.64329 -2.00628 -5.11072  -0.47
C -0.46364 -2.66451 -4.45273  -0.04
C -1.16385 -0.72776 -5.86276  -0.02
N -2.71752 -1.84305 -4.05629  -0.08
O -2.38776 -0.92474 -3.05265  -0.04
H -3.91318 0.71301 -4.32438  0.07
H -4.08900 0.11549 -5.90234  0.07
H -5.48595 -0.02909 -4.92745  0.09
H -6.09656 -2.10807 -3.46821  0.09
H -4.63322 -2.90208 -2.81714  0.09
H -4.93316 -1.18968 -2.51258  0.06
H -4.84597 -3.56127 -5.30391  0.13
H -5.40106 -2.19580 -6.09686  0.12
H -3.84066 -3.23059 -7.53018  0.12
H -3.31090 -1.68475 -7.19912  0.11
H -1.54280 -3.04339 -6.99533  0.12
H -2.26836 -3.92752 -5.52910  0.13
H -0.78280 -3.39392 -3.70828  0.09
H 0.29217 -2.01803 -4.00673  0.07
H 0.19933 -3.26109 -5.07935  0.07
H -0.51377 -0.92011 -6.71627  0.09
H -0.65247 -0.00329 -5.22892  0.06
H -1.93118 -0.13282 -6.35808  0.06
H -2.62269 -0.09724 -3.47884  0.05
C -3.84878 2.06373 -0.53552  -0.02
C -4.27300 1.26397 0.75294  -0.45
C -3.27967 0.06927 0.88908  -0.03
C -4.13676 2.12051 2.04394  -0.14
C -4.85731 1.60704 3.30156  -0.18
C -6.31569 1.68311 2.91795  -0.16
C -6.64385 0.63810 1.76364  -0.42
C -6.62333 -0.86259 2.26617  -0.01
C -8.06089 1.15828 1.25529  -0.04
N -5.70183 0.91270 0.63076  -0.10
O -6.01673 0.13968 -0.54815  -0.03
H -2.77387 2.24350 -0.51719  0.07
H -4.01605 1.45636 -1.42503  0.06
H -4.40753 2.99539 -0.62444  0.08
H -3.66954 -0.71662 1.53597  0.07
H -3.16806 -0.51569 -0.02387  0.07
H -2.30623 0.36428 1.28086  0.07
H -3.13369 2.00339 2.45410  0.10
H -4.22602 3.18814 1.84317  0.12
H -4.63778 0.56841 3.54886  0.10
H -4.57252 2.33509 4.06113  0.12
H -6.59065 2.72286 2.74069  0.12
H -6.89769 1.38538 3.79016  0.11
H -5.75532 -1.00745 2.90934  0.06
H -6.55340 -1.50553 1.38876  0.07
H -7.59637 -1.11008 2.69047  0.08
H -7.91515 2.18626 0.92342  0.08
H -8.75086 1.07955 2.09543  0.08
H -8.50104 0.62804 0.41077  0.07
H -6.68348 0.70859 -0.93980  0.09
C -2.32113 5.52844 -2.26360  -0.04
C -1.00396 5.89974 -1.62613  -0.50
C -1.16661 6.12623 -0.09909  -0.01
C -0.17127 4.62632 -1.78713  -0.16
C 1.33434 4.81312 -1.55674  -0.16
C 1.77310 5.88991 -2.58726  -0.13
C 1.11085 7.25091 -2.28735  -0.48
C 1.67553 7.77789 -0.95669  -0.03
C 1.59492 8.16520 -3.46601  -0.03
N -0.36474 7.06080 -2.29362  -0.12
O -1.08194 8.23507 -2.23157  0.01
H -2.92234 4.81533 -1.69958  0.07
H -2.92646 6.43346 -2.21228  0.08
H -2.28746 5.26172 -3.31993  0.09
H -1.60493 5.23184 0.34368  0.08
H -0.20619 6.23190 0.40543  0.06
H -1.72338 7.05000 0.05824  0.08
H -0.54120 3.79231 -1.19073  0.11
H -0.24046 4.28840 -2.82111  0.11
H 1.43620 5.00418 -0.48846  0.11
H 1.90479 3.92129 -1.81625  0.08
H 1.51527 5.62089 -3.61158  0.12
H 2.84097 6.02892 -2.41864  0.11
H 1.18585 8.71838 -0.70410  0.08
H 2.74385 7.94898 -1.08902  0.09
H 1.52152 7.21180 -0.03804  0.06
H 1.31707 9.21919 -3.46881  0.08
H 1.32680 7.75919 -4.44139  0.08
H 2.68314 8.15380 -3.52717  0.08
H -1.03589 8.42373 -1.29142  0.08
C -0.74868 -0.91776 4.04599  -0.03
C 0.69940 -0.48036 4.16547  -0.44
C 1.11286 0.29522 2.93300  -0.03
C 0.68845 0.57850 5.32478  -0.13
C 0.50359 -0.03331 6.70747  -0.18
C 1.45548 -1.19967 6.94397  -0.14
C 1.59766 -2.27147 5.82304  -0.44
C 2.96698 -3.00083 6.07078  -0.03
C 0.46410 -3.30960 6.14040  -0.03
N 1.64741 -1.66244 4.43888  -0.07
O 1.58867 -2.63488 3.41808  -0.03
H -1.21496 -1.17391 4.99734  0.07
H -1.34753 -0.22266 3.45752  0.07
H -0.82275 -1.88167 3.54252  0.07
H 1.94972 0.96717 3.12343  0.05
H 1.42502 -0.30446 2.07798  0.07
H 0.35100 1.04171 2.70850  0.09
H 1.46947 1.33518 5.25041  0.10
H -0.19540 1.20768 5.21966  0.12
H 0.86695 0.68186 7.44544  0.11
H -0.53769 -0.31639 6.86139  0.10
H 1.22196 -1.66863 7.89982  0.12
H 2.45908 -0.78307 7.02957  0.11
H 3.17417 -3.85041 5.42010  0.08
H 3.05645 -3.42460 7.07104  0.08
H 3.76168 -2.27315 5.90631  0.05
H 0.27854 -4.00977 5.32588  0.05
H -0.50703 -2.83479 6.28030  0.07
H 0.66523 -3.90731 7.02943  0.08
H 2.43383 -2.53918 2.97293  0.07
C 3.94747 -2.41642 0.78883  -0.11
O 4.16574 -2.00065 2.10006  -0.19
C 4.94009 -0.82972 2.16049  -0.19
C 5.36363 -0.46289 3.61368  -0.37
C 6.03545 -1.62457 4.44436  -0.05
N 4.23938 0.00604 4.43201  0.06
H 3.51073 -3.40946 0.89488  0.10
H 4.87231 -2.63447 0.25476  0.08
H 3.38741 -1.72671 0.15739  0.08
H 5.74051 -0.77320 1.42277  0.12
H 4.32713 -0.00987 1.78601  0.10
H 6.02872 0.39373 3.50441  0.12
H 6.89198 -1.91561 3.83629  0.07
H 5.48159 -2.56336 4.45099  0.06
H 6.29359 -1.33977 5.46433  0.08
H 3.73694 0.68989 3.88429  0.02
H 3.62828 -0.79548 4.49707  0.02
C 2.91157 -2.88180 -5.36366  -0.12
O 3.03275 -2.31037 -4.07382  -0.22
C 3.93143 -3.03731 -3.23733  -0.16
C 5.33668 -2.40823 -3.29420  -0.43
C 6.42446 -3.23787 -2.63425  -0.08
N 5.40621 -1.12069 -2.62583  0.06
H 2.36371 -2.15976 -5.96916  0.08
H 2.35720 -3.82000 -5.34012  0.08
H 3.82037 -2.98773 -5.95609  0.09
H 3.39227 -2.94869 -2.29417  0.12
H 3.88460 -4.09005 -3.51598  0.12
H 5.70445 -2.30581 -4.31516  0.13
H 6.43905 -3.26411 -1.54467  0.06
H 7.41935 -2.87502 -2.89241  0.08
H 6.38594 -4.30480 -2.85398  0.07
H 6.17693 -0.62880 -3.05494  0.08
H 4.54830 -0.66392 -2.90049  0.05
C 3.54595 3.94982 3.77095  -0.15
O 3.59430 4.37329 2.45088  -0.18
C 3.86545 3.22487 1.55330  -0.15
C 4.79751 3.61186 0.40440  -0.41
C 5.58359 2.39770 -0.08650  -0.06
N 5.80021 4.55839 0.90080  0.04
H 4.52769 3.66517 4.14947  0.09
H 2.85530 3.19636 4.14963  0.07
H 3.34617 4.83924 4.36855  0.09
H 4.21100 2.34247 2.09185  0.10
H 2.88677 2.92949 1.17509  0.10
H 4.19242 4.11900 -0.34711  0.13
H 6.18780 1.85899 0.64344  0.08
H 6.16334 2.65496 -0.97297  0.07
H 4.92002 1.64032 -0.50379  0.06
H 5.41024 5.35790 1.37913  0.07
H 6.27901 4.06326 1.63952  0.07
C 2.11402 0.69941 -4.66213  -0.09
C 2.46928 2.06828 -4.32098  -0.36
O 3.34018 2.08743 -3.24106  -0.06
H 1.56225 0.25638 -3.83305  0.06
H 3.02950 0.11869 -4.77507  0.08
H 1.59114 0.74238 -5.61756  0.09
H 1.53275 2.55634 -4.05116  0.11
H 2.85447 2.55484 -5.21707  0.12
H 4.18114 2.52527 -3.39168  0.10
C 0.01569 0.53410 -1.41166  -0.07
C 1.39561 0.11704 -0.93657  -0.30
O 1.92757 1.34345 -0.50592  -0.09
H -0.35168 -0.23877 -2.08679  0.05
H -0.02304 1.47253 -1.96479  0.07
H -0.63455 0.61587 -0.54069  0.07
H 1.92138 -0.34465 -1.77234  0.10
H 1.21509 -0.54135 -0.08684  0.08
H 2.03009 1.91976 -1.26680  0.04

Cartesian forces, eV/Å:
0.10 0.91 0.30
-0.18 0.64 -0.93
0.30 0.00 0.67
1.19 0.24 0.72
0.76 -1.53 -0.73
-1.40 -0.59 -1.56
0.03 2.36 -0.40
0.65 -1.10 -0.57
0.16 0.13 0.39
-2.78 0.95 0.66
1.09 -1.21 -0.12
0.17 -0.04 -0.29
-0.34 -0.09 -0.29
-0.09 0.08 0.31
-0.28 -0.55 -0.31
-0.39 -0.12 0.58
0.03 -0.37 -0.06
0.79 0.33 -0.26
-0.05 0.08 -0.06
0.00 0.50 0.47
-0.37 -0.76 0.40
0.01 -0.10 0.90
0.32 -0.06 0.28
0.14 -0.09 -0.11
-0.11 -0.05 -0.01
0.05 0.19 -0.60
-0.11 0.20 0.22
0.03 -0.13 0.12
-0.01 -0.11 0.05
0.35 0.36 0.10
-0.59 -1.36 -0.95
1.92 0.05 -0.16
0.54 0.79 0.55
-1.56 0.85 -1.51
0.63 0.23 -0.45
0.45 0.04 0.19
-0.54 0.84 -0.62
1.37 -0.67 0.89
-0.47 0.68 0.05
-0.90 -1.02 -0.82
0.35 -0.13 -0.28
-0.47 -0.19 0.60
0.18 -0.42 -0.16
-0.05 0.74 0.43
0.05 0.03 -0.29
-0.10 -0.03 -0.04
-0.18 -0.16 0.30
0.56 -0.07 0.67
-0.59 0.38 0.39
-0.08 -0.57 0.30
-0.53 0.59 0.26
0.67 -0.62 0.44
0.11 -0.53 -0.58
-0.24 0.21 0.24
-0.45 0.52 0.40
-0.50 0.03 -0.88
0.41 -0.59 0.27
0.13 -0.25 0.28
-0.59 -0.21 0.26
0.28 0.78 0.39
-0.21 -0.61 0.87
0.37 -0.21 -0.13
-0.92 -0.74 -0.14
1.77 -1.06 0.39
-1.08 1.16 -1.86
-0.28 -1.56 0.86
-0.28 1.27 -0.57
-0.36 1.51 -1.16
0.99 -0.90 0.32
-0.22 0.53 0.24
0.40 0.20 1.12
0.06 0.25 0.19
-0.21 -0.09 0.07
0.04 0.05 0.04
-0.17 0.22 0.61
0.21 0.49 -0.46
0.00 0.12 -0.22
0.80 0.27 -0.99
-0.68 0.00 0.17
0.60 0.25 0.15
-0.22 -0.46 0.51
-0.09 -0.14 -0.66
-0.47 -0.17 -0.01
-0.35 -0.30 0.17
0.30 0.03 -0.07
0.26 0.04 0.62
-0.13 0.06 0.28
-0.15 0.25 -0.08
0.16 -0.40 0.06
-0.06 -0.05 -0.38
-1.44 1.72 0.08
0.96 -0.85 0.89
0.27 0.06 -0.55
1.52 -0.48 -0.84
-1.03 0.12 -1.11
-0.22 0.27 2.15
0.07 -0.26 -0.23
-0.30 0.78 0.06
-0.05 -0.12 0.02
1.20 -2.05 -1.83
-0.15 0.14 0.62
0.48 -0.37 0.06
-0.32 0.18 -0.24
0.40 -0.15 0.13
-0.54 0.32 0.09
0.06 0.10 -0.19
-0.40 -0.24 0.43
-0.37 0.24 0.27
-0.32 -0.01 -0.25
0.79 0.49 -0.14
-0.15 -0.28 0.23
0.22 -0.39 0.08
0.17 0.11 -0.64
0.21 0.44 -0.22
0.00 0.16 0.18
0.09 -0.62 -0.44
-0.36 -0.11 0.40
-0.55 -0.16 0.11
0.19 -0.04 0.49
-0.36 0.90 0.42
-0.39 -1.53 -0.49
-0.06 0.08 0.94
0.75 0.45 -0.21
-0.39 -0.36 0.10
1.20 -0.32 -0.10
0.89 0.18 -1.08
-0.33 -1.53 0.81
-0.32 0.43 -0.47
-0.32 0.20 -1.25
-0.39 1.73 1.64
-0.85 0.10 0.57
-0.03 0.61 0.18
-0.06 0.13 0.30
0.14 -0.07 -0.55
0.36 -0.28 0.26
-0.50 -0.07 -0.10
-0.40 -0.43 -0.47
0.69 -0.54 0.20
-0.27 -0.07 -0.65
-0.79 0.32 0.17
0.04 0.13 0.20
0.07 -0.30 -0.14
0.11 0.28 0.23
-0.38 0.08 -0.40
-0.23 0.36 0.22
0.08 -0.08 0.24
0.33 -0.11 -0.14
0.00 0.26 0.18
0.29 0.22 0.03
0.55 0.11 -0.23
0.32 -1.36 -0.49
0.41 0.14 0.48
-0.16 1.07 0.71
-0.34 -0.86 0.74
0.23 0.40 -1.98
0.51 -0.12 -0.42
-0.68 0.17 -0.32
0.46 0.36 0.03
-0.37 0.11 0.23
0.64 -0.89 0.14
-0.48 0.45 0.17
0.45 -0.14 0.04
0.64 0.07 0.45
-0.63 0.34 0.10
0.05 0.16 -0.27
-0.26 0.20 0.08
-0.68 0.06 0.19
-0.50 0.93 -0.51
0.35 -0.31 -0.88
-0.46 0.75 -0.18
0.91 -1.20 0.98
0.44 -1.31 0.61
-0.97 0.14 -0.17
-0.45 -0.04 0.14
0.09 -0.15 0.05
0.61 -0.29 0.55
0.84 -0.03 0.67
0.49 -0.14 -0.05
-0.71 -0.19 -0.58
-0.54 0.57 0.16
-0.02 0.05 -0.26
0.01 -0.08 -0.64
0.01 0.44 0.15
-0.08 0.85 0.07
0.82 1.29 1.82
0.12 -1.91 -1.26
-1.52 0.69 0.10
0.63 0.31 1.57
-1.09 -0.39 -1.51
0.58 0.08 -0.24
0.38 -0.45 -0.22
-0.50 -0.34 -0.91
-0.33 0.17 -0.01
0.51 0.21 0.44
-0.05 -0.14 -0.21
0.21 -0.24 -0.40
0.11 0.54 0.27
0.49 0.28 0.31
-0.46 -0.16 0.23
-0.49 0.04 -0.16
0.48 -0.04 0.14
0.32 -1.39 -0.33
-0.48 1.31 -0.70
0.76 0.07 1.48
-0.33 -0.25 -0.39
-0.06 -0.20 -0.19
-0.38 -0.51 0.17
-0.01 0.63 0.14
0.29 0.36 0.13
-0.20 0.11 -0.28
-0.74 -1.43 -0.48
-1.83 1.49 -0.70
1.74 0.08 1.28
-0.56 -0.03 0.10
0.38 0.13 0.00
-0.21 0.08 -0.16
0.56 -0.22 0.29
0.72 -0.10 -0.06
0.17 -0.05 -0.23

- F_max: 0.0586 Eh/bohr
- Energy above the lowest of the compared OMol25 structures with the same formula, charge and spin: 150.6 kJ/mol
- Orbital gap: 7.943 eV
- SMILES: CC1(C)CCCC(C)(C)N1O.CC1(C)CCCC(C)(C)N1O.CC1(C)CCCC(C)(C)N1O.CC1(C)CCCC(C)(C)N1O.CC1(C)CCCC(C)(C)N1O.COC[C@H](C)N.COC[C@H](C)N.COC[C@H](C)N.CCO.CCO